{
  "formula": "C8H32BN2O4",
  "method": "ωB97M-V/def2-TZVPD",
  "energy_ha": -758.9573,
  "multiplicity": 2,
  "charge": 0,
  "lumo_energy_ev": [0.168, 0.129],
  "species": ["O", "H", "H", "H", "O", "H", "H", "H", "B", "H", "H", "H", "H", "C", "C", "C", "O", "C", "N", "H", "H", "H", "H", "H", "H", "H", "H", "H", "H", "H", "C", "C", "C", "O", "C", "N", "H", "H", "H", "H", "H", "H", "H", "H", "H", "H", "H"],
  "coordinates": [[-1.480, 2.554, -4.615], [-1.042, 1.803, -4.208], [-2.434, 2.448, -4.593], [-1.022, 2.794, -5.424], [0.403, -0.271, -1.436], [-0.284, -0.757, -0.974], [0.255, 0.029, -2.337], [0.711, 0.380, -0.802], [-0.154, 0.077, -4.147], [0.895, -0.173, -4.201], [-0.632, -0.809, -3.758], [-0.297, 0.878, -3.439], [-0.558, 0.336, -5.113], [2.886, 1.133, 1.769], [1.330, 1.375, 1.717], [0.775, 2.472, 2.616], [1.303, 2.281, 3.929], [1.152, 3.443, 4.781], [1.079, 1.701, 0.350], [3.245, 0.991, 2.788], [3.464, 1.937, 1.313], [3.150, 0.270, 1.158], [0.859, 0.422, 1.960], [-0.303, 2.387, 2.755], [0.962, 3.454, 2.181], [1.868, 4.233, 4.555], [1.263, 3.106, 5.812], [0.161, 3.895, 4.749], [0.226, 2.238, 0.416], [1.592, 2.542, 0.125], [-3.262, -2.738, 0.569], [-1.850, -2.161, 0.354], [-0.758, -3.193, 0.050], [0.557, -2.613, -0.174], [1.621, -3.591, 0.026], [-1.957, -1.141, -0.723], [-3.322, -3.487, 1.358], [-3.781, -3.291, -0.214], [-3.878, -1.868, 0.795], [-1.528, -1.742, 1.307], [-0.968, -3.895, -0.757], [-0.732, -3.781, 0.968], [2.539, -3.153, -0.365], [1.375, -4.559, -0.412], [1.748, -3.876, 1.070], [-2.630, -0.469, -0.382], [-2.545, -1.610, -1.397]]
}